Formula: C10H10Cl2I2InNdO6S
Source: the OMol25 dataset
Level of theory: the ωB97M-V functional and the def2-TZVPD basis

```
! wB97M-V def2-TZVPD RIJCOSX def2/J DEFGRID3
* xyz 4 4
I 3.904 0.757 1.266
I 3.781 3.464 0.281
Nd 0.994 1.759 0.890
In -0.475 -2.012 0.611
S 1.087 -0.476 -0.665
C -3.101 -1.786 -0.481
C -2.034 -0.600 1.957
C 0.543 -0.279 -2.485
C 1.296 0.936 -3.040
C -0.968 -0.063 -2.535
C 0.915 -1.558 -3.197
C -1.297 2.755 2.509
C -1.767 1.567 0.251
O -3.186 -0.535 2.176
O -4.197 -1.617 -0.773
O -2.248 2.827 3.146
O -2.903 1.560 0.008
H 1.159 0.988 -4.135
H 2.373 0.882 -2.817
H 0.920 1.880 -2.610
H -1.285 -0.103 -3.599
H -1.271 0.905 -2.101
H -1.528 -0.835 -1.985
H 0.765 -1.433 -4.268
H 0.327 -2.413 -2.860
H 1.956 -1.825 -3.014
Cl 1.896 -2.294 3.433
C 1.269 -0.931 4.354
Cl 2.487 0.310 4.738
C 0.176 -0.322 3.475
O -1.017 -0.516 3.784
O 0.569 0.329 2.408
H 0.861 -1.320 5.279
*
```

The value obtained for the HOMO-LUMO gap (alpha / beta) is 4.3 / 4.3 eV. The calculation puts the total energy at -3502.28547 Ha.